Entry 1:
# C15H43AsAuO2PS2Si3Te

C15H43AsAuO2PS2Si3Te as an isolated structure (ωB97M-V/def2-TZVPD, the Open Molecules 2025 dataset).

## Properties
HOMO-LUMO gap (spin up / spin down): 8.31 / 5.99 eV
strongest force on any atom: 0.67 eV/A
E_HOMO (spin up / spin down): -10.466 / -10.902 eV
LUMO level (spin up / spin down): -2.15 / -4.91 eV
spin multiplicity: 4
molecular weight: 834.4 g/mol
total charge: +1
<S²>: 3.768

Element x y z (Å)
Au1 -0.632 0.333 0.431
C1 -2.967 -3.302 -4.255
C2 -2.582 -3.045 -2.822
O1 -2.018 -1.727 -2.696
P1 -2.883 -0.572 -2.083
S1 -1.842 1.070 -1.910
S2 -1.545 -1.931 0.809
O2 -4.095 -0.503 -3.111
C3 -5.195 0.396 -2.833
C4 -6.454 -0.412 -2.625
H1 -3.355 -4.312 -4.342
H2 -2.104 -3.211 -4.909
H3 -3.732 -2.605 -4.589
H4 -1.792 -3.718 -2.475
H5 -3.431 -3.134 -2.140
H6 -5.254 1.065 -3.700
H7 -4.941 1.005 -1.953
H8 -6.648 -1.053 -3.482
H9 -7.306 0.256 -2.504
H10 -6.377 -1.033 -1.737
C5 1.400 -1.200 3.614
Si1 2.485 -1.367 2.089
C6 2.149 -2.985 1.194
C7 4.315 -1.143 2.474
As1 1.805 0.368 0.610
Si2 2.254 2.531 1.497
C8 1.942 3.776 0.123
C9 4.023 2.607 2.134
C10 1.006 2.761 2.884
Si3 2.617 0.007 -1.605
C11 2.169 1.511 -2.630
C12 4.473 -0.257 -1.486
C13 1.703 -1.512 -2.221
H11 1.506 -2.077 4.245
H12 0.352 -1.122 3.322
H13 1.658 -0.330 4.212
H14 2.277 -3.814 1.886
H15 2.822 -3.147 0.357
H16 1.125 -3.020 0.826
H17 4.655 -1.926 3.143
H18 4.510 -0.190 2.957
H19 4.924 -1.189 1.576
H20 2.783 3.860 -0.553
H21 1.774 4.754 0.561
H22 1.065 3.519 -0.464
H23 4.740 2.208 1.426
H24 4.135 2.065 3.067
H25 4.295 3.640 2.324
H26 -0.006 2.699 2.486
H27 1.128 3.734 3.344
H28 1.105 2.006 3.658
H29 2.721 2.398 -2.341
H30 1.106 1.727 -2.562
H31 2.393 1.307 -3.671
H32 4.952 0.521 -0.892
H33 4.935 -0.249 -2.465
H34 4.704 -1.214 -1.026
H35 0.632 -1.335 -2.246
H36 1.887 -2.386 -1.610
H37 2.021 -1.739 -3.233
C14 -3.199 2.559 2.211
Te1 -3.199 0.519 1.583
C15 -2.884 -0.189 3.558
H38 -4.033 2.697 2.887
H39 -3.318 3.189 1.339
H40 -2.258 2.769 2.712
H41 -1.945 0.225 3.918
H42 -2.836 -1.272 3.544
H43 -3.714 0.142 4.171

Atom charges from the Mulliken analysis, given in e for atoms 1 to 6: number 1, Au, carries 1.286; number 2, C, carries -1.155; number 3, C, carries -0.261; number 4, O, carries -0.166; number 5, P, carries 0.405; number 6, S, carries -0.425

Entry 2:
# C37H42BN9O4STa

C37H42BN9O4STa as an isolated structure (ωB97M-V/def2-TZVPD, the Open Molecules 2025 dataset).

## Properties
HOMO-LUMO gap (spin up / spin down): 6.46 / 7.50 eV
strongest force on any atom: 0.73 eV/A
E_HOMO (spin up / spin down): -6.498 / -7.697 eV
LUMO level (spin up / spin down): -0.04 / -0.19 eV
ΔE to the lowest compared entry with this formula, charge and spin: 61.8 kcal per mole
spin multiplicity: 2
molecular weight: 900.6 g/mol
<S²>: 0.758

Element x y z (Å)
Ta1 -0.150 -0.191 0.119
O1 3.724 0.563 2.516
C1 3.622 1.912 2.473
C2 4.734 2.642 2.887
C3 4.704 4.022 2.878
C4 3.566 4.702 2.452
C5 2.461 3.981 2.048
C6 2.467 2.585 2.056
C7 1.258 1.853 1.643
O2 1.396 0.601 1.251
N1 0.100 2.418 1.721
N2 -0.884 1.510 1.339
C8 -2.072 1.823 1.731
C9 -3.204 0.934 1.683
C10 -4.460 1.382 2.117
C11 -5.512 0.507 2.264
C12 -5.312 -0.850 1.985
C13 -4.091 -1.312 1.547
C14 -3.013 -0.427 1.383
O3 -1.841 -0.886 1.024
H1 2.977 0.184 2.022
H2 5.612 2.097 3.206
H3 5.578 4.575 3.196
H4 3.548 5.783 2.435
H5 1.563 4.481 1.713
H6 -2.188 2.794 2.209
H7 -4.583 2.430 2.360
H8 -6.475 0.860 2.605
H9 -6.130 -1.548 2.109
H10 -3.924 -2.360 1.334
C15 -5.346 0.329 -1.595
C16 -4.010 0.618 -2.276
C17 -3.460 1.985 -1.887
C18 -3.005 -0.483 -2.068
C19 -3.249 -1.821 -2.539
C20 -2.528 -2.831 -1.960
N3 -1.419 -2.571 -1.274
N4 -1.924 -0.202 -1.418
B1 -0.185 -3.344 -0.704
N5 0.007 -3.162 0.812
C21 -0.081 -4.119 1.738
C22 0.228 -3.577 2.964
C23 0.500 -2.230 2.706
N6 0.384 -1.990 1.393
C24 0.753 -1.173 3.742
C25 1.680 -1.682 4.843
C26 -0.581 -0.694 4.325
N7 1.056 -2.737 -1.375
C27 1.730 -3.271 -2.393
C28 2.706 -2.388 -2.783
C29 2.555 -1.276 -1.946
N8 1.539 -1.486 -1.085
C30 3.460 -0.072 -1.974
C31 4.037 0.244 -0.599
C32 4.574 -0.244 -3.005
H11 -6.070 1.098 -1.869
H12 -5.230 0.343 -0.514
H13 -5.751 -0.640 -1.882
H14 -4.174 0.602 -3.362
H15 -3.343 2.060 -0.805
H16 -4.153 2.763 -2.208
H17 -2.486 2.168 -2.339
H18 -4.149 -2.037 -3.092
H19 -2.840 -3.868 -1.962
H20 -0.310 -4.510 -0.946
H21 -0.344 -5.123 1.454
H22 0.254 -4.080 3.913
H23 1.231 -0.327 3.260
H24 1.220 -2.500 5.401
H25 1.894 -0.878 5.547
H26 2.627 -2.034 4.434
H27 -1.083 -1.511 4.847
H28 -1.249 -0.335 3.542
H29 -0.413 0.116 5.036
H30 1.482 -4.255 -2.750
H31 3.447 -2.537 -3.545
H32 2.855 0.778 -2.282
H33 4.565 -0.616 -0.182
H34 3.243 0.531 0.081
H35 4.739 1.077 -0.666
H36 5.203 -1.107 -2.774
H37 5.209 0.642 -2.999
H38 4.181 -0.361 -4.016
O4 -0.965 -1.258 -1.608
N9 -0.096 0.446 -3.696
C33 -0.050 0.355 -5.025
C34 0.602 1.258 -5.842
C35 1.248 2.327 -5.231
C36 1.214 2.436 -3.858
C37 0.527 1.464 -3.114
S1 0.541 1.679 -1.361
H39 -0.568 -0.499 -5.452
H40 0.606 1.129 -6.915
H41 1.778 3.064 -5.823
H42 1.714 3.246 -3.344

Atom charges from the Mulliken analysis, given in e for atoms 1 to 6: number 1, Ta, carries 1.254; number 2, O, carries -0.766; number 3, C, carries 0.757; number 4, C, carries -0.819; number 5, C, carries -0.368; number 6, C, carries -0.802

Entry 3:
# CHFN2

A 2-piece molecular cluster, CHFN2 overall in a non-equilibrium geometry (ωB97M-V/def2-TZVPD, the Open Molecules 2025 dataset).

## Properties
HOMO-LUMO gap (spin up / spin down): 10.15 / 8.03 eV
strongest force on any atom: 5.09 eV/A
E_HOMO (spin up / spin down): -11.450 / -10.921 eV
LUMO level (spin up / spin down): -1.30 / -2.89 eV
ΔE to the lowest compared entry with this formula, charge and spin: 104.5 kcal per mole
spin multiplicity: 1
molecular weight: 60.0 g/mol

Element x y z (Å)
C1 -0.733 -0.537 -0.123
N1 -1.366 -1.434 0.191
N2 0.099 0.358 -0.494
F1 0.107 1.599 0.226
H1 1.892 0.014 0.200

And the Mulliken charges, in e, turn out to be: number 1, C, carries 0.562; number 2, N, carries -0.257; number 3, N, carries -0.366; number 4, F, carries -0.107; number 5, H, carries 0.167

Entry 4:
# C49H36ClF3NO4Ta

C49H36ClF3NO4Ta as an isolated structure in a non-equilibrium geometry (ωB97M-V/def2-TZVPD, the Open Molecules 2025 dataset).

## Properties
HOMO-LUMO gap: 7.11 eV
strongest force on any atom: 6.54 eV/A
E_HOMO: -7.865 eV
LUMO level: -0.76 eV
ΔE to the lowest compared entry with this formula, charge and spin: 0.0 kcal per mole
spin multiplicity: 1
molecular weight: 976.2 g/mol

Element x y z (Å)
Ta1 0.110 -0.125 0.429
O1 -0.929 -0.483 -1.389
C1 -1.744 0.450 -1.880
C2 -1.984 1.528 -0.750
C3 -2.557 0.993 0.545
C4 -3.923 0.940 0.788
C5 -4.368 0.240 1.903
C6 -3.441 -0.435 2.694
C7 -2.086 -0.353 2.377
C8 -1.048 -1.166 3.143
C9 -0.287 -2.368 2.415
O2 0.632 -1.808 1.622
C10 0.448 -3.229 3.518
C11 1.841 -3.453 3.520
C12 2.462 -4.241 4.496
C13 1.707 -4.839 5.499
C14 0.329 -4.646 5.524
C15 -0.286 -3.852 4.549
C16 -1.213 -3.315 1.584
C17 -2.500 -3.677 2.028
C18 -3.325 -4.539 1.292
C19 -2.878 -5.076 0.089
C20 -1.608 -4.751 -0.373
C21 -0.791 -3.891 0.368
N1 -1.659 0.464 1.397
C22 -3.133 -0.144 -2.277
C23 -4.007 0.588 -3.107
C24 -5.278 0.104 -3.435
C25 -5.711 -1.119 -2.928
C26 -4.874 -1.855 -2.093
C27 -3.604 -1.372 -1.772
C28 -1.029 1.034 -3.144
C29 -0.639 2.380 -3.257
C30 -0.030 2.866 -4.421
C31 0.203 2.018 -5.501
C32 -0.165 0.679 -5.415
C33 -0.772 0.197 -4.253
H1 -2.644 2.328 -1.116
H2 -1.037 2.024 -0.487
H3 -4.620 1.366 0.078
H4 -5.428 0.152 2.103
H5 -3.774 -1.053 3.517
H6 -1.561 -1.550 4.035
H7 -0.316 -0.451 3.552
H8 2.448 -3.003 2.736
H9 3.537 -4.381 4.453
H10 2.187 -5.456 6.249
H11 -0.277 -5.115 6.291
H12 -1.363 -3.733 4.589
H13 -2.882 -3.268 2.954
H14 -4.320 -4.765 1.654
H15 -3.520 -5.718 -0.501
H16 -1.249 -5.119 -1.328
H17 0.180 -3.606 -0.036
H18 -3.683 1.546 -3.502
H19 -5.920 0.688 -4.084
H20 -6.696 -1.496 -3.177
H21 -5.192 -2.804 -1.675
H22 -2.962 -1.940 -1.095
H23 -0.784 3.063 -2.428
H24 0.275 3.906 -4.467
H25 0.690 2.392 -6.394
H26 0.030 -0.005 -6.234
H27 -1.037 -0.857 -4.170
Cl1 5.104 3.067 4.927
C34 3.733 2.552 4.021
C35 2.510 3.177 4.199
C36 1.405 2.748 3.456
C37 1.460 1.696 2.517
O3 0.425 1.343 1.865
C38 2.732 1.093 2.375
C39 2.957 -0.034 1.422
O4 2.121 -0.545 0.690
C40 3.855 1.510 3.113
H28 2.393 3.993 4.903
H29 0.448 3.250 3.606
H30 3.990 -0.418 1.404
H31 4.814 1.023 2.977
F1 5.844 5.318 -5.394
C41 5.997 5.254 -4.043
F2 5.932 6.539 -3.597
F3 7.280 4.849 -3.830
C42 4.990 4.357 -3.362
C43 5.024 4.197 -1.967
C44 4.099 3.370 -1.323
C45 3.127 2.690 -2.064
C46 3.087 2.844 -3.454
C47 4.012 3.671 -4.098
C48 2.178 1.841 -1.403
C49 1.389 1.134 -0.853
H32 5.776 4.721 -1.376
H33 4.144 3.262 -0.240
H34 2.336 2.321 -4.045
H35 3.964 3.778 -5.182
H36 0.933 -1.485 -0.544

Atom charges from the Mulliken analysis, given in e for atoms 1 to 6: number 1, Ta, carries 2.274; number 2, O, carries -0.598; number 3, C, carries 3.242; number 4, C, carries -1.596; number 5, C, carries -0.362; number 6, C, carries -0.730